Density functional theory data (wB97M-V/def2-TZVPD) for C24H46F2Li2NO28S2 as an isolated structure in a non-equilibrium geometry.

Summary:
frontier orbital gap = 7.434 eV
total charge = +1
lowest unoccupied orbital energy = -4.380 eV
strongest force on any atom = 3.05 eV/A
2S+1 = 1

Positions of all 105 atoms, in Å:
Li1 2.181 2.353 -0.782
Li2 3.481 0.335 -1.725
N1 1.734 0.451 -0.765
S1 1.144 -0.305 0.683
O1 1.569 -1.640 0.731
O2 -0.118 0.039 1.193
F1 2.177 0.489 1.579
S2 0.356 0.400 -1.608
O3 -0.544 1.427 -1.237
O4 -0.146 -0.897 -1.859
F2 1.012 0.847 -2.981
C1 5.107 -0.085 3.439
C2 4.512 -1.375 2.777
O5 3.247 -1.526 3.402
C3 3.031 -0.508 4.277
O6 2.049 -0.398 4.913
O7 4.077 0.344 4.309
H1 5.296 0.632 2.643
H2 6.007 -0.330 3.993
H3 5.140 -2.233 3.002
H4 4.365 -1.253 1.706
C4 -8.208 1.305 0.433
O8 -7.115 2.012 -0.138
C5 -5.989 1.314 -0.294
O9 -5.834 0.158 -0.033
O10 -5.066 2.132 -0.807
C6 -3.721 1.669 -0.719
H5 -8.821 0.817 -0.323
H6 -8.824 2.051 0.933
H7 -7.886 0.580 1.176
H8 -3.506 1.173 0.228
H9 -3.131 2.568 -0.863
H10 -3.520 0.917 -1.484
C7 -2.822 -0.845 -3.976
O11 -4.045 -1.343 -3.466
C8 -4.066 -2.228 -2.444
O12 -4.894 -2.202 -1.596
O13 -3.102 -3.150 -2.580
C9 -3.249 -4.393 -1.891
H11 -1.920 -1.377 -3.686
H12 -2.749 0.201 -3.666
H13 -2.852 -0.869 -5.067
H14 -2.780 -5.097 -2.580
H15 -4.295 -4.682 -1.823
H16 -2.723 -4.448 -0.947
C10 -1.332 3.599 7.319
O14 -1.689 2.973 6.084
C11 -1.235 1.723 5.899
O15 -0.608 1.081 6.694
O16 -1.616 1.338 4.688
C12 -1.071 0.072 4.211
H17 -0.608 4.397 7.169
H18 -0.994 2.873 8.051
H19 -2.254 4.062 7.676
H20 -1.666 -0.141 3.331
H21 -1.191 -0.683 4.980
H22 -0.034 0.288 3.982
C13 0.040 -4.186 -0.689
O17 0.318 -5.470 -1.195
C14 -0.055 -6.514 -0.454
O18 -0.676 -6.469 0.567
O19 0.350 -7.614 -1.073
C15 0.271 -8.859 -0.371
H23 -0.868 -4.123 -0.093
H24 -0.066 -3.431 -1.465
H25 0.876 -3.916 -0.042
H26 1.177 -9.402 -0.641
H27 -0.606 -9.398 -0.712
H28 0.319 -8.728 0.708
C16 5.130 -2.650 -5.761
O20 4.815 -1.541 -4.925
C17 3.811 -1.596 -4.087
O21 3.490 -0.602 -3.447
O22 3.212 -2.744 -4.033
C18 2.084 -2.881 -3.152
H29 5.802 -2.333 -6.552
H30 4.290 -3.147 -6.241
H31 5.632 -3.435 -5.189
H32 1.938 -3.926 -2.895
H33 1.211 -2.622 -3.755
H34 2.137 -2.247 -2.275
C19 3.369 4.480 2.398
O23 2.000 4.524 2.742
C20 1.178 3.784 2.013
O24 1.454 3.236 0.961
O25 0.008 3.777 2.584
C21 -1.118 3.164 1.939
H35 3.771 3.466 2.379
H36 3.956 5.037 3.121
H37 3.543 4.945 1.425
H38 -1.105 2.090 2.110
H39 -1.070 3.328 0.864
H40 -1.998 3.541 2.444
C22 -0.397 3.696 -4.020
O26 -0.132 4.872 -3.225
C23 0.879 4.782 -2.391
O27 1.362 3.733 -2.005
O28 1.265 5.990 -2.033
C24 2.227 6.074 -0.985
H41 -0.729 2.920 -3.335
H42 0.487 3.396 -4.579
H43 -1.173 3.951 -4.732
H44 1.760 5.702 -0.071
H45 2.400 7.125 -0.756
H46 3.173 5.608 -1.240